C19H24ClFNO6 | ωB97M-V/def2-TZVPD

The total charge is +1. The calculation puts the LUMO energy at -5.13 eV. As for the molar mass: 416.85 g/mol.

Each line ends with the natural charge from an NBO analysis.
Geometry (Å):
C1 -2.2496 -2.4592 -0.2561  -0.216
C2 -1.6497 -1.9906 0.8319  -0.074
C3 -0.8822 -1.7042 2.2454  -0.508
C4 0.5754 -2.3982 2.0959  0.153
C5 1.6722 -1.5859 1.2565  -0.064
C6 1.2857 -0.1324 0.6632  -0.120
C7 1.0369 1.1727 0.6436  -0.124
C8 3.1032 -2.2515 1.0431  0.081
N1 3.4058 -3.5684 1.6443  -0.521
C9 2.4286 -4.3237 2.4619  0.640
F1 2.8301 -5.6070 3.0072  -0.283
C10 0.9550 -3.8074 2.7266  -0.037
C11 -0.1606 -4.5845 3.5963  -0.467
C12 -0.3208 -3.7375 5.0026  -0.422
C13 -0.2103 -4.6726 6.3158  -0.374
Cl1 1.4277 -5.5193 6.4803  -0.074
H1 -2.5210 -3.0231 -1.2344  0.294
H2 -1.5369 -2.1988 3.0704  0.274
H3 -0.8241 -0.5506 2.3602  0.298
H4 0.8696 2.3212 0.7213  0.315
H5 3.8905 -1.6811 0.4049  0.289
H6 4.3636 -3.9375 1.4906  0.470
H7 0.1204 -5.6693 3.8660  0.274
H8 -1.1610 -4.6333 3.0092  0.259
H9 0.5679 -2.9819 5.0406  0.224
H10 -1.3161 -3.1581 5.0210  0.232
H11 -1.0330 -5.4769 6.3495  0.233
H12 -0.3699 -3.9858 7.2461  0.243
C14 -2.8866 6.6777 -0.2962  -0.259
O1 -2.3724 5.4201 0.1410  -0.496
C15 -2.2886 4.4897 -0.8287  0.980
O2 -2.6033 4.6394 -1.9863  -0.630
O3 -1.7919 3.3609 -0.2827  -0.512
C16 -1.6464 2.2792 -1.2024  -0.264
H13 -2.9097 7.3477 0.5649  0.201
H14 -2.2366 7.1164 -1.0574  0.194
H15 -3.9060 6.5669 -0.6745  0.197
H16 -0.9461 2.5423 -1.9998  0.206
H17 -2.6159 1.9924 -1.6174  0.200
H18 -1.2404 1.4260 -0.6559  0.188
C17 -0.1476 4.3109 -5.4462  -0.259
O4 0.5017 3.3491 -6.2765  -0.489
C18 1.0833 2.3397 -5.6026  0.985
O5 1.0924 2.1992 -4.3996  -0.657
O6 1.6536 1.5128 -6.5001  -0.490
C19 2.3132 0.3878 -5.9239  -0.256
H19 -0.5796 5.0760 -6.0934  0.203
H20 -0.9558 3.8455 -4.8761  0.196
H21 0.5715 4.7911 -4.7775  0.190
H22 1.6035 -0.2349 -5.3729  0.186
H23 3.1305 0.7111 -5.2740  0.189
H24 2.7339 -0.2064 -6.7369  0.201

C19H24ClIrN4O3S | ωB97M-V/def2-TZVPD

The calculation puts the energy relative to the best compared isomer or geometry (same formula, charge and spin) at 3.0 kcal per mole. The total charge is +2. As for the spin multiplicity: 5. The calculation puts the LUMO energy (alpha / beta) at -5.74 / -9.29 eV. As for the molar mass: 616.16 g/mol. Its expectation value of S² is 6.02.

Each line ends with the natural charge from an NBO analysis.
Geometry (Å):
Ir1 0.3678 0.0855 0.6205  0.996
N1 -0.3048 0.2128 2.7718  -0.850
C1 -0.8436 1.5165 3.2531  -0.247
C2 0.0916 2.6914 3.0361  -0.425
C3 0.1297 3.0499 1.4553  0.777
O1 -0.5890 4.0459 1.3405  -0.185
O2 0.7742 2.3389 0.7030  -0.648
H1 -1.0300 -0.4907 2.8965  0.412
H2 0.4561 -0.0816 3.3837  0.404
H3 -1.0309 1.4656 4.3291  0.244
H4 -1.8077 1.6779 2.7710  0.238
H5 1.1452 2.4747 3.2221  0.256
H6 -0.2231 3.5527 3.6154  0.278
Cl1 4.8145 0.5743 -2.7908  0.103
C4 4.2587 0.1801 -1.2180  -0.060
C5 5.1432 -0.0123 -0.1706  -0.131
C6 4.6323 -0.3522 1.0722  -0.210
C7 3.2684 -0.4757 1.2288  0.032
N2 2.4130 -0.2684 0.2104  -0.536
C8 2.9010 0.0564 -0.9975  0.027
H7 6.2072 0.0926 -0.3332  0.266
H8 5.2895 -0.5306 1.9110  0.261
H9 2.8370 -0.7902 2.1697  0.210
H10 2.1904 0.2129 -1.7976  0.233
C9 -2.2155 -2.3710 -5.2478  -0.623
C10 -2.4279 -3.3856 -4.1335  -0.417
C11 -3.0884 -2.8088 -2.8976  -0.218
N3 -2.3471 -1.6548 -2.3210  -0.497
C12 -1.9316 -1.4561 -1.0991  0.398
S1 -1.4977 0.2002 -0.6729  -0.116
N4 -1.9276 -2.4014 -0.1331  -0.665
C13 -1.6509 -3.8174 -0.1684  0.667
O3 -2.1622 -4.4870 0.6798  -0.487
C14 -0.7269 -4.3174 -1.2093  -0.144
C15 0.3167 -3.5389 -1.7030  -0.214
C16 1.1951 -4.0794 -2.6301  -0.204
C17 1.0148 -5.3854 -3.0710  -0.163
C18 -0.0256 -6.1621 -2.5704  -0.195
C19 -0.8922 -5.6337 -1.6288  -0.162
H11 -1.8790 -2.8682 -6.1557  0.248
H12 -1.4468 -1.6331 -5.0003  0.193
H13 -3.1355 -1.8374 -5.4947  0.218
H14 -1.4874 -3.8567 -3.8604  0.218
H15 -3.0926 -4.1804 -4.4786  0.240
H16 -3.2205 -3.5548 -2.1199  0.223
H17 -4.0739 -2.4085 -3.1442  0.232
H18 -2.1959 -0.8730 -2.9504  0.437
H19 -2.1279 -2.0659 0.7983  0.432
H20 0.4657 -2.5229 -1.3395  0.194
H21 2.0224 -3.4911 -3.0044  0.227
H22 1.6917 -5.8031 -3.8038  0.240
H23 -0.1522 -7.1817 -2.9061  0.244
H24 -1.6903 -6.2319 -1.2095  0.248

C19H24ClN3O2 | ωB97M-V/def2-TZVPD

The calculation puts the energy relative to the best compared isomer or geometry (same formula, charge and spin) at 0.0 kcal per mole. The calculation puts the LUMO energy at 0.55 eV. As for the molar mass: 361.87 g/mol. As for the SMILES: O=C(N[C@@H]1C[C@H]2CCC[C@@H](C1)N2C(=O)Nc1ccccc1Cl)C1CC1.

Each line ends with the natural charge from an NBO analysis.
Geometry (Å):
O1 4.1960 1.7219 0.6524  -0.648
C1 4.0455 0.6324 0.1346  0.682
N1 2.8252 0.1603 -0.2229  -0.610
C2 1.6077 0.9208 -0.0231  -0.064
C3 0.7211 0.2284 1.0174  -0.411
C4 -0.7202 0.7643 1.0663  -0.031
C5 -0.8773 2.1852 1.6257  -0.397
C6 -0.3161 3.2714 0.7114  -0.410
C7 -0.7369 3.0338 -0.7370  -0.406
C8 -0.5761 1.5799 -1.1902  -0.050
C9 0.8680 1.0885 -1.3519  -0.412
N2 -1.2906 0.7145 -0.2649  -0.474
C10 -2.1000 -0.2511 -0.7955  0.806
O2 -2.2211 -0.3977 -1.9965  -0.660
N3 -2.7959 -0.9964 0.1335  -0.651
C11 -3.6712 -2.0463 -0.0891  0.222
C12 -3.9135 -2.6052 -1.3427  -0.263
C13 -4.7905 -3.6639 -1.4835  -0.189
C14 -5.4455 -4.1931 -0.3849  -0.231
C15 -5.2183 -3.6548 0.8704  -0.214
C16 -4.3420 -2.5974 1.0093  -0.095
Cl1 -4.0696 -1.9376 2.6011  -0.017
C17 5.1756 -0.2941 -0.1610  -0.336
C18 6.4938 0.3283 -0.5471  -0.394
C19 6.3404 -0.2894 0.7968  -0.394
H1 2.7407 -0.7498 -0.6469  0.391
H2 1.9560 1.8838 0.3539  0.238
H3 1.1784 0.3149 2.0039  0.221
H4 0.6650 -0.8354 0.7642  0.202
H5 -1.2678 0.0996 1.7422  0.205
H6 -0.4023 2.2379 2.6061  0.213
H7 -1.9478 2.3605 1.7615  0.207
H8 0.7674 3.3157 0.7934  0.203
H9 -0.6970 4.2412 1.0392  0.215
H10 -0.1678 3.6820 -1.4039  0.214
H11 -1.7939 3.2897 -0.8427  0.209
H12 -1.0692 1.4705 -2.1620  0.256
H13 1.4197 1.7702 -1.9998  0.220
H14 0.8221 0.1146 -1.8484  0.207
H15 -2.7694 -0.7037 1.1012  0.407
H16 -3.4088 -2.1867 -2.1970  0.263
H17 -4.9630 -4.0778 -2.4652  0.217
H18 -6.1305 -5.0188 -0.4969  0.217
H19 -5.7185 -4.0527 1.7400  0.227
H20 4.9038 -1.2341 -0.6244  0.214
H21 6.5166 1.4057 -0.6016  0.234
H22 7.0899 -0.1742 -1.2934  0.216
H23 6.2603 0.3735 1.6445  0.234
H24 6.8279 -1.2298 1.0037  0.216

C19H24LuN3O3 | ωB97M-V/def2-TZVPD

The calculation puts the energy relative to the best compared isomer or geometry (same formula, charge and spin) at 5.0 kcal per mole. The total charge is +2. The calculation puts the LUMO energy at -5.98 eV. As for the molar mass: 517.39 g/mol.

Each line ends with the natural charge from an NBO analysis.
Geometry (Å):
Lu1 -0.7753 0.0047 -0.5933  2.143
O1 -0.6283 -1.8198 0.5270  -0.821
C1 -0.6756 -1.1901 1.8872  0.092
C2 -1.7279 0.0030 1.8845  0.749
O2 -2.0108 0.5171 2.9169  -0.483
O3 -2.1505 0.3450 0.6790  -0.879
C3 -1.1848 -2.1930 2.8964  -0.011
C4 -0.8671 -2.0899 4.2449  -0.219
C5 -1.4147 -2.9841 5.1516  -0.162
C6 -2.2886 -3.9747 4.7288  -0.172
C7 -2.6298 -4.0660 3.3887  -0.180
C8 -2.0886 -3.1737 2.4767  -0.267
C9 0.7207 -0.6085 2.0341  -0.043
C10 1.7408 -1.3036 2.6606  -0.192
C11 3.0492 -0.8363 2.5998  -0.128
C12 3.3551 0.3114 1.8842  -0.186
C13 2.3435 1.0298 1.2682  -0.165
C14 1.0269 0.5812 1.3363  -0.318
H1 -0.6217 -2.7734 0.6896  0.556
H2 -0.2177 -1.3003 4.5987  0.235
H3 -1.1581 -2.9091 6.1996  0.240
H4 -2.7170 -4.6644 5.4430  0.242
H5 -3.3260 -4.8202 3.0477  0.237
H6 -2.4107 -3.2366 1.4428  0.197
H7 1.5207 -2.2170 3.1962  0.251
H8 3.8322 -1.3758 3.1157  0.249
H9 4.3752 0.6660 1.8305  0.249
H10 2.5733 1.9614 0.7672  0.236
H11 0.2426 1.3071 1.0648  0.196
N1 -2.6672 0.0058 -2.1980  -0.705
N2 -2.5326 -1.3714 -1.7184  -0.702
H12 -3.6115 0.3505 -2.0525  0.407
H13 -2.5204 0.0036 -3.2008  0.400
H14 -2.9062 -2.0278 -2.3959  0.408
H15 -3.1357 -1.4542 -0.9043  0.403
C15 0.4025 4.0869 -4.2280  -0.585
C16 1.3435 2.9047 -3.9204  -0.200
C17 1.5760 2.0599 -5.1903  -0.585
C18 2.6842 3.4126 -3.3487  -0.586
C19 0.7278 2.0602 -2.9226  0.642
N3 0.2424 1.3819 -2.1285  -0.655
H16 0.8676 4.6917 -5.0046  0.249
H17 0.2490 4.7138 -3.3502  0.231
H18 -0.5640 3.7428 -4.5954  0.224
H19 2.0374 2.7006 -5.9399  0.250
H20 0.6354 1.6880 -5.5967  0.223
H21 2.2436 1.2199 -5.0002  0.228
H22 3.1626 4.0268 -4.1099  0.250
H23 3.3518 2.5878 -3.1005  0.226
H24 2.5267 4.0257 -2.4617  0.227

C19H24N2O3S2 | ωB97M-V/def2-TZVPD

The calculation puts the energy relative to the best compared isomer or geometry (same formula, charge and spin) at 12.5 kcal per mole. The calculation puts the LUMO energy at 0.39 eV. As for the molar mass: 392.55 g/mol. As for the SMILES: Cc1cc(C)c2nc(SCC(=O)N(C)[C@H]3CCS(=O)(=O)C3)cc(C)c2c1.

Each line ends with the natural charge from an NBO analysis.
Geometry (Å):
C1 5.1251 -1.9446 -4.5616  -0.628
C2 3.7886 -1.6772 -3.9395  0.006
C3 2.7053 -1.3292 -4.7693  -0.205
C4 1.4576 -1.0746 -4.2687  -0.005
C5 0.3030 -0.7069 -5.1425  -0.628
C6 1.2521 -1.1664 -2.8669  0.223
N1 0.0155 -0.9297 -2.3944  -0.473
C7 -0.1915 -1.0111 -1.1104  0.097
S1 -1.8699 -0.6590 -0.6644  0.263
C8 -2.0630 -1.4251 0.9939  -0.630
C9 -1.5885 -0.5105 2.1023  0.679
O1 -0.5418 -0.7306 2.6903  -0.648
N2 -2.3692 0.5533 2.3937  -0.432
C10 -3.6289 0.8284 1.7332  -0.453
C11 -1.8981 1.4869 3.4024  -0.061
C12 -1.5061 2.8366 2.7414  -0.430
C13 -1.7847 3.9734 3.6961  -0.653
S2 -3.4062 3.4663 4.3375  2.166
O2 -4.3908 3.5964 3.2969  -0.955
O3 -3.7053 4.0493 5.6136  -0.931
C14 -2.9304 1.7161 4.5037  -0.679
C15 0.8045 -1.3161 -0.1685  -0.310
C16 2.0760 -1.5726 -0.6169  0.088
C17 3.1617 -1.8989 0.3595  -0.646
C18 2.3346 -1.5112 -2.0134  -0.109
C19 3.5969 -1.7631 -2.5854  -0.211
H1 5.4712 -1.0661 -5.1053  0.218
H2 5.8646 -2.2007 -3.8071  0.214
H3 5.0528 -2.7671 -5.2725  0.219
H4 2.8747 -1.2646 -5.8355  0.205
H5 0.5975 -0.6791 -6.1884  0.208
H6 -0.0869 0.2659 -4.8494  0.229
H7 -0.5029 -1.4260 -5.0111  0.231
H8 -3.1229 -1.6550 1.0796  0.245
H9 -1.4832 -2.3465 1.0107  0.258
H10 -4.3599 0.0455 1.9492  0.199
H11 -4.0289 1.7754 2.0919  0.251
H12 -3.4967 0.8893 0.6522  0.220
H13 -1.0028 1.0184 3.8264  0.266
H14 -2.1167 2.9817 1.8489  0.227
H15 -0.4609 2.8028 2.4336  0.237
H16 -1.8543 4.9404 3.2114  0.258
H17 -1.1036 4.0120 4.5406  0.237
H18 -2.5123 1.6119 5.4994  0.254
H19 -3.8079 1.0868 4.4053  0.258
H20 0.5921 -1.3290 0.8878  0.248
H21 2.7765 -1.8699 1.3757  0.227
H22 3.5612 -2.8936 0.1648  0.225
H23 3.9784 -1.1832 0.2745  0.224
H24 4.4242 -2.0295 -1.9450  0.206

C19H24N2O4 | ωB97M-V/def2-TZVPD

The calculation puts the energy relative to the best compared isomer or geometry (same formula, charge and spin) at 77.9 kcal per mole. The calculation puts the LUMO energy at 0.73 eV. As for the molar mass: 344.41 g/mol. As for the SMILES: COC[C@@H]1CCN(C(=O)c2cc(COc3ccc(C)c(C)c3)on2)C1.

Each line ends with the natural charge from an NBO analysis.
Geometry (Å):
C1 -4.9424 1.1001 0.7190  -0.251
O1 -3.8550 1.0055 -0.1677  -0.537
C2 -3.5440 2.1933 -0.8545  -0.058
C3 -2.9094 3.2805 0.0298  -0.258
C4 -2.3895 4.4500 -0.8108  -0.411
C5 -1.0029 3.9935 -1.2529  -0.216
N1 -0.5827 3.0549 -0.2261  -0.409
C6 0.6711 2.5747 -0.2512  0.647
O2 1.4686 2.8976 -1.1193  -0.616
C7 1.0696 1.6297 0.8206  0.046
C8 2.2577 0.8509 0.7900  -0.313
C9 2.2273 0.1678 1.9697  0.285
C10 3.1553 -0.8356 2.5769  -0.112
O3 3.9263 -1.5122 1.6218  -0.483
C11 3.2890 -2.3218 0.7123  0.297
C12 4.1094 -2.9253 -0.2356  -0.265
C13 3.5598 -3.7563 -1.1892  -0.172
C14 2.1946 -4.0079 -1.2322  -0.078
C15 1.6204 -4.9087 -2.2830  -0.626
C16 1.3716 -3.4044 -0.2806  0.105
C17 -0.1075 -3.6430 -0.2911  -0.651
C18 1.9248 -2.5710 0.6835  -0.324
O4 1.1195 0.5111 2.6520  -0.268
N2 0.4141 1.4152 1.9357  -0.118
C19 -1.6438 2.7492 0.7073  -0.221
H1 -4.7038 1.7045 1.6007  0.164
H2 -5.1653 0.0833 1.0368  0.197
H3 -5.8222 1.5260 0.2217  0.165
H4 -4.4456 2.5986 -1.3399  0.166
H5 -2.8339 1.8888 -1.6267  0.189
H6 -3.6414 3.6150 0.7672  0.215
H7 -2.3112 5.3422 -0.1892  0.214
H8 -3.0364 4.6729 -1.6572  0.218
H9 -1.0240 3.4902 -2.2256  0.200
H10 -0.2812 4.8111 -1.3232  0.221
H11 2.9858 0.8184 0.0091  0.261
H12 3.8843 -0.3230 3.2155  0.222
H13 2.5776 -1.5303 3.2040  0.197
H14 5.1687 -2.7280 -0.2056  0.223
H15 4.2069 -4.2184 -1.9207  0.208
H16 0.8940 -4.3731 -2.8937  0.215
H17 2.4046 -5.2882 -2.9327  0.216
H18 1.1083 -5.7557 -1.8271  0.214
H19 -0.5388 -3.3215 -1.2385  0.219
H20 -0.5959 -3.0965 0.5115  0.216
H21 -0.3257 -4.7039 -0.1721  0.217
H22 1.2621 -2.1209 1.4070  0.209
H23 -1.4596 3.2458 1.6655  0.205
H24 -1.7094 1.6748 0.8889  0.238

| no. | F_max (eV/Å) |
| --- | --- |
| 1 | 7.29 |
| 2 | 0.89 |
| 3 | 0.64 |
| 4 | 3.96 |
| 5 | 0.81 |
| 6 | 1.11 |